{"formula": "H25O12", "method": "ωB97M-V/def2-TZVPD", "symbols": ["O", "H", "H", "O", "H", "H", "O", "H", "O", "H", "H", "O", "H", "H", "O", "H", "H", "O", "H", "H", "O", "H", "H", "O", "H", "H", "O", "H", "H", "O", "H", "H", "O", "H", "H", "H", "H"], "coordinates": [[2.867, -1.792, -1.359], [-3.557, 1.861, 2.208], [0.238, 1.072, 1.287], [-2.690, 0.443, -0.332], [-1.005, 0.403, -1.196], [-2.737, -0.467, 0.039], [-1.451, 2.584, -2.316], [4.033, 2.344, -1.587], [-1.226, -2.000, 0.815], [-1.454, 2.082, -3.140], [-0.721, -2.788, 0.591], [-0.088, 0.011, -1.190], [-0.837, 0.429, 2.364], [-0.336, -0.387, -0.262], [3.915, 1.457, -1.259], [0.822, 3.067, -0.614], [4.220, 1.156, -0.408], [1.533, -3.992, 0.394], [1.033, -4.738, 0.779], [2.430, -2.118, -0.556], [-0.631, 1.847, 3.834], [1.064, -4.208, -0.472], [-1.046, 1.189, 4.406], [-0.332, 0.325, 1.512], [-2.394, 2.662, -2.129], [-3.482, 0.680, 3.070], [-2.889, 1.359, 2.703], [-2.302, 0.787, 0.498], [-0.137, -0.798, -1.817], [0.757, 2.121, -0.489], [-1.384, -2.062, 1.761], [3.824, -1.844, -1.326], [0.350, -2.174, -2.510], [-1.273, 2.577, 3.773], [0.942, -1.854, -3.251], [1.492, 1.558, -0.739], [1.021, -2.176, -1.813]], "lowdin_charge": [-0.04, 0.08, 0.04, -0.06, 0.10, 0.06, -0.04, 0.04, -0.04, 0.05, 0.03, 0.12, 0.05, 0.13, -0.04, 0.07, 0.04, -0.07, 0.06, 0.03, -0.07, 0.08, 0.05, -0.10, 0.05, 0.08, -0.05, 0.03, 0.10, -0.05, 0.07, 0.07, -0.03, 0.06, 0.12, 0.03, 0.00], "total_charge": 1, "homo_lumo_gap_ha": 0.406}